The following is a quantum chemistry calculation of 12 unconnected molecules or ions with the total composition C28H84N4O12 at a distorted geometry, from the OMol25 dataset.

ORCA input file:
```
! RIJCOSX wB97M-V def2-TZVPD def2/J DEFGRID3
* xyz 0 1
C 4.28 4.21 2.67
O 2.93 4.60 2.58
C 2.26 3.96 1.51
C 0.79 4.39 1.44
C 0.15 4.25 2.77
N -0.05 3.73 0.46
H 4.42 3.15 2.58
H 4.76 4.53 3.57
H 4.83 4.63 1.80
H 2.77 4.30 0.57
H 2.28 2.85 1.62
H 0.72 5.44 1.17
H -0.09 3.16 2.93
H -0.80 4.81 2.83
H 0.81 4.56 3.59
H -0.16 2.76 0.58
H 0.09 4.01 -0.51
C -7.31 1.93 -4.23
O -6.49 0.82 -4.02
C -5.20 1.11 -4.46
C -4.28 -0.02 -4.15
C -3.85 -0.04 -2.67
N -3.00 0.06 -4.91
H -7.50 2.18 -5.29
H -6.89 2.85 -3.77
H -8.30 1.83 -3.77
H -5.22 1.32 -5.55
H -4.80 2.00 -3.97
H -4.79 -0.93 -4.49
H -4.64 -0.03 -1.91
H -3.18 0.79 -2.58
H -3.30 -1.00 -2.55
H -3.09 -0.42 -5.83
H -2.34 -0.58 -4.46
C 5.69 2.16 0.12
O 4.50 1.49 0.27
C 3.93 0.99 -0.95
C 4.66 -0.27 -1.47
C 3.84 -0.80 -2.64
N 4.78 -1.29 -0.41
H 5.56 3.11 -0.39
H 6.47 1.55 -0.38
H 6.10 2.32 1.11
H 2.88 0.87 -0.72
H 3.96 1.73 -1.73
H 5.62 0.06 -1.89
H 2.80 -1.12 -2.41
H 4.39 -1.67 -3.04
H 3.80 0.03 -3.33
H 4.84 -0.85 0.49
H 3.93 -1.84 -0.39
C -0.19 1.11 -1.93
O -0.17 0.79 -0.53
C 0.03 -0.54 -0.24
C -0.15 -0.85 1.24
C 0.91 -0.13 2.07
N -0.27 -2.31 1.38
H -0.84 0.51 -2.58
H 0.83 0.98 -2.24
H -0.46 2.15 -1.96
H -0.73 -1.15 -0.79
H 1.02 -0.88 -0.66
H -1.11 -0.44 1.57
H 0.74 -0.37 3.12
H 0.78 0.95 1.96
H 1.91 -0.48 1.76
H 0.48 -2.78 0.88
H -0.21 -2.60 2.36
C -2.91 -3.56 -1.08
C -3.53 -2.54 -0.09
O -3.34 -2.94 1.26
H -1.83 -3.72 -1.00
H -3.15 -3.19 -2.09
H -3.45 -4.47 -0.87
H -4.61 -2.52 -0.21
H -3.19 -1.52 -0.24
H -2.34 -2.90 1.41
C 2.60 -4.42 -1.27
C 3.28 -4.23 0.09
O 2.55 -3.22 0.81
H 1.58 -4.79 -1.16
H 3.17 -5.20 -1.79
H 2.63 -3.51 -1.88
H 4.32 -3.88 0.00
H 3.31 -5.20 0.63
H 2.96 -3.05 1.66
C 2.05 2.22 5.10
C 0.72 2.03 5.72
O 0.14 3.31 6.02
H 2.59 1.30 4.93
H 2.67 2.78 5.78
H 2.02 2.81 4.20
H 0.68 1.56 6.69
H -0.04 1.58 5.09
H -0.29 3.67 5.24
C -3.71 2.00 1.08
C -3.07 1.68 2.41
O -4.11 1.19 3.30
H -3.01 2.34 0.33
H -4.44 2.76 1.27
H -4.21 1.12 0.62
H -2.79 2.65 2.86
H -2.15 1.10 2.39
H -4.25 0.27 3.07
C -0.02 1.58 -5.75
O -0.92 2.10 -4.87
H 0.31 0.57 -5.52
H -0.39 1.58 -6.76
H 0.86 2.24 -5.71
H -1.77 1.58 -4.99
C 0.71 -1.91 -4.25
O -0.66 -2.06 -4.68
H 1.16 -2.88 -4.02
H 1.32 -1.38 -4.97
H 0.73 -1.35 -3.32
H -0.60 -2.66 -5.44
C -2.01 -5.07 3.28
O -1.16 -5.44 4.35
H -1.32 -4.62 2.53
H -2.54 -5.93 2.92
H -2.75 -4.27 3.55
H -1.68 -5.81 5.09
C 1.64 -3.13 4.51
O 0.26 -3.07 4.39
H 2.05 -3.97 3.93
H 1.96 -2.18 4.05
H 2.01 -3.16 5.53
H -0.12 -3.91 4.69
*
```

The LUMO energy is 0.280 eV. Its HOMO energy is -0.3258 Ha.

=====

The following is a quantum chemistry calculation of a molecular structure, C36H33Cl5CrN2O2P2S at a distorted geometry, from the OMol25 dataset.

ORCA input file:
```
! RIJCOSX wB97M-V def2-TZVPD def2/J DEFGRID3
* xyz 1 4
Cr 2.02 -1.28 -0.17
N 4.01 -1.53 -0.85
C 4.96 -1.34 0.30
C 4.23 -0.86 1.55
O 4.87 -0.67 2.57
O 2.91 -0.67 1.52
H 4.06 -2.44 -1.30
H 4.26 -0.83 -1.52
H 5.74 -0.60 0.02
H 5.54 -2.24 0.47
C -2.92 5.09 -1.49
S -3.39 4.29 0.08
C -3.88 2.63 -0.38
C -2.70 1.72 -0.82
C -1.79 1.52 0.34
N -0.66 0.60 0.10
P -0.39 -1.03 0.79
C -1.94 -1.90 0.36
C -2.10 -2.64 -0.84
C -3.31 -3.14 -1.31
C -4.41 -2.92 -0.51
C -4.28 -2.28 0.74
C -3.07 -1.79 1.22
C -0.45 -0.94 2.64
C -1.05 -1.98 3.31
C -1.40 -1.84 4.66
C -1.00 -0.72 5.40
C -0.16 0.22 4.75
C 0.16 0.10 3.39
P 0.86 0.98 -0.66
C 1.45 2.51 0.05
C 2.46 2.62 1.02
C 2.95 3.85 1.47
C 2.38 5.04 0.92
C 1.34 4.93 0.01
C 0.92 3.69 -0.46
C 0.68 1.31 -2.38
C -0.35 0.57 -3.01
C -0.59 0.82 -4.37
C 0.14 1.77 -5.06
C 1.18 2.45 -4.45
C 1.40 2.30 -3.07
H -2.91 4.43 -2.38
H -1.86 5.46 -1.32
H -3.66 5.94 -1.57
H -4.54 2.72 -1.26
H -4.37 2.26 0.53
H -2.23 2.27 -1.66
H -2.99 0.78 -1.27
H -2.36 1.15 1.24
H -1.39 2.53 0.61
H -1.26 -2.62 -1.53
H -3.36 -3.59 -2.25
H -5.42 -3.24 -0.82
H -5.16 -2.27 1.45
H -2.99 -1.15 2.13
H -1.27 -2.90 2.72
H -2.03 -2.55 5.17
H -1.31 -0.52 6.47
H 0.27 1.05 5.30
H 0.93 0.71 2.92
H 2.76 1.72 1.52
H 3.69 3.85 2.23
H 2.84 6.00 1.17
H 0.83 5.84 -0.35
H 0.15 3.65 -1.24
H -0.93 -0.14 -2.42
H -1.30 0.19 -4.92
H -0.19 2.06 -6.02
H 1.64 3.27 -5.02
H 2.22 2.79 -2.54
Cl 1.51 -2.52 -2.35
C 1.64 -3.78 -1.12
C 1.73 -3.38 0.19
C 1.57 -4.28 1.27
Cl 1.45 -3.98 2.96
C 1.47 -5.65 0.92
Cl 1.33 -6.96 2.08
C 1.62 -6.05 -0.43
Cl 1.81 -7.69 -0.78
C 1.67 -5.15 -1.50
Cl 1.72 -5.63 -3.17
*
```

The LUMO energy (spin up / spin down) is -3.303 / -2.975 eV. Its HOMO energy (spin up / spin down) is -0.3895 / -0.3895 Ha.

=====

The following is a quantum chemistry calculation of 2 unconnected molecules or ions with the total composition C2H3NO2S at a distorted geometry, from the OMol25 dataset.

ORCA input file:
```
! RIJCOSX wB97M-V def2-TZVPD def2/J DEFGRID3
* xyz 0 1
C 0.00 -1.08 -0.68
C -1.25 -0.97 -0.30
N -4.21 0.35 -0.05
O -5.19 0.50 0.55
O -3.92 0.51 -1.18
S -1.77 -0.82 1.31
H 0.49 -1.59 -1.48
H 0.78 -0.71 -0.10
H -2.17 -1.25 -0.92
*
```

The LUMO energy (spin up / spin down) is -3.358 / -3.268 eV. Its HOMO energy (spin up / spin down) is -0.3089 / -0.3243 Ha.